Formula: C47H56GdN8O3P2
Source: the OMol25 dataset
Level of theory: wB97M-V/def2-TZVPD

Results
- LUMO level (alpha / beta): -3.43 / -4.57 eV
- Gap between HOMO and LUMO (alpha / beta): 6.20 / 5.05 eV

ORCA input file:
```
! wB97M-V def2-TZVPD RIJCOSX def2/J DEFGRID3
* xyz 1 8
Gd 0.875 1.211 0.650
O 4.831 3.705 3.900
C 5.408 2.519 3.744
C 6.697 2.301 4.258
C 7.219 1.031 4.194
C 6.501 -0.003 3.532
C 5.322 0.210 2.885
C 4.765 1.516 2.972
C 3.523 1.863 2.266
O 3.118 1.045 1.321
N 2.889 2.955 2.600
N 1.786 3.176 1.818
C 1.236 4.397 1.784
C 0.550 4.816 0.647
C -0.156 6.092 0.655
C -0.857 6.422 -0.486
C -0.598 5.661 -1.650
C 0.067 4.465 -1.576
N 0.489 3.985 -0.421
H 3.858 3.612 3.431
H 7.195 3.207 4.656
H 8.154 0.773 4.717
H 6.918 -0.962 3.627
H 4.801 -0.620 2.422
H 1.353 5.145 2.593
H -0.126 6.728 1.568
H -1.555 7.305 -0.510
H -1.059 6.063 -2.550
H 0.203 3.854 -2.400
O -0.200 0.798 2.807
N 0.455 -0.424 2.261
C 0.589 -1.336 3.158
C 1.103 -2.630 2.889
C 1.029 -3.585 3.927
C 1.515 -4.895 3.756
C 1.887 -5.320 2.491
C 2.153 -4.371 1.499
C 1.695 -3.060 1.644
P 1.992 -1.905 0.305
C 3.842 -1.930 0.203
C 4.712 -2.760 0.868
C 6.008 -2.916 0.397
C 6.482 -2.196 -0.689
C 5.637 -1.243 -1.262
C 4.327 -1.079 -0.792
C 1.506 -2.857 -1.158
C 0.433 -3.698 -1.021
C -0.014 -4.457 -2.140
C 0.633 -4.373 -3.345
C 1.641 -3.439 -3.457
C 2.157 -2.711 -2.410
H -1.150 0.667 2.588
H 0.356 -1.162 4.230
H 0.617 -3.286 4.907
H 1.394 -5.542 4.607
H 1.965 -6.357 2.307
H 2.615 -4.674 0.583
H 4.369 -3.257 1.749
H 6.670 -3.574 0.978
H 7.515 -2.324 -1.014
H 6.026 -0.566 -2.034
H 3.629 -0.327 -1.130
H 0.048 -3.968 -0.034
H -0.937 -5.067 -2.011
H 0.375 -5.034 -4.174
H 2.099 -3.370 -4.452
H 2.930 -1.946 -2.639
N -1.311 0.939 0.019
P -2.565 0.645 -0.841
N -3.769 1.784 -0.600
C -5.143 1.741 -1.102
C -5.861 3.101 -0.971
C -6.115 3.457 0.528
C -4.760 3.141 1.273
C -3.577 2.865 0.360
N -3.175 -0.828 -0.448
C -2.640 -1.479 0.783
C -3.642 -2.471 1.367
C -3.944 -3.638 0.430
C -3.739 -3.169 -1.032
C -4.200 -1.687 -1.144
N -2.346 0.652 -2.491
C -1.470 -0.459 -2.987
C -0.880 -0.233 -4.388
C -1.927 0.337 -5.338
C -2.589 1.613 -4.794
C -2.300 1.922 -3.301
H -5.712 1.002 -0.504
H -5.058 1.429 -2.140
H -6.818 3.031 -1.536
H -5.271 3.849 -1.496
H -6.863 2.735 0.883
H -6.413 4.510 0.640
H -4.884 2.234 1.943
H -4.480 3.936 1.984
H -2.704 2.675 1.010
H -3.354 3.730 -0.275
H -2.297 -0.685 1.441
H -1.734 -1.975 0.513
H -4.567 -1.985 1.723
H -3.275 -2.873 2.299
H -4.934 -4.049 0.682
H -3.199 -4.466 0.618
H -4.283 -3.837 -1.682
H -2.657 -3.227 -1.245
H -5.150 -1.532 -0.606
H -4.265 -1.282 -2.157
H -2.097 -1.345 -2.984
H -0.687 -0.684 -2.229
H -0.489 -1.210 -4.671
H 0.020 0.400 -4.247
H -2.676 -0.478 -5.571
H -1.429 0.566 -6.289
H -3.722 1.543 -4.952
H -2.239 2.424 -5.456
H -2.992 2.651 -2.911
H -1.329 2.380 -3.147
*
```

Löwdin population analysis, charges in e, atoms 1 to 99: 1.4848, 0.0211, -0.2908, -0.0128, -0.0618, -0.0979, -0.0153, -0.0706, -0.4030, -0.2439, 0.0350, -0.0772, -0.0499, -0.2745, 0.0093, -0.0534, -0.0425, -0.1376, 0.0692, 0.0726, 0.1306, 0.1141, 0.0793, 0.0918, 0.1456, 0.1283, 0.1343, 0.1128, 0.0819, -0.1673, -0.1311, -0.0609, -0.1920, -0.0036, -0.0384, -0.0260, -0.0851, -0.3035, 1.0897, -0.3608, -0.1070, -0.0700, -0.0661, -0.0558, -0.1348, -0.3779, -0.1173, -0.0722, -0.0902, -0.1008, -0.0630, 0.0811, 0.1627, 0.1257, 0.1103, 0.1062, 0.1188, 0.0972, 0.1170, 0.1127, 0.1145, 0.0871, 0.1018, 0.1168, 0.1160, 0.1163, 0.1096, -0.3544, 0.4972, -0.2192, -0.2030, -0.1858, -0.1594, -0.1769, -0.2539, -0.1931, -0.2045, -0.1903, -0.1943, -0.1644, -0.1589, -0.1908, -0.2055, -0.1866, -0.1993, -0.1671, -0.1711, 0.1178, 0.1036, 0.1191, 0.1005, 0.1035, 0.1071, 0.1220, 0.1063, 0.0890, 0.1073, 0.0651, 0.0861

***

Formula: C47H56N4O2PS2V
Source: the OMol25 dataset
Level of theory: wB97M-V/def2-TZVPD

Results
- LUMO level (alpha / beta): -6.98 / -6.84 eV
- Energy relative to the best compared isomer or geometry (same formula, charge and spin): 1.075 eV
- Gap between HOMO and LUMO (alpha / beta): 4.98 / 5.12 eV

ORCA input file:
```
! wB97M-V def2-TZVPD RIJCOSX def2/J DEFGRID3
* xyz 2 3
V -0.425 0.409 0.666
O 3.285 2.095 6.366
N 3.674 2.602 5.314
O 4.793 3.146 5.214
C 2.915 2.476 4.081
C 3.578 2.773 2.935
C 3.054 2.525 1.631
C 3.744 2.495 0.411
C 3.098 2.119 -0.747
C 1.733 1.845 -0.719
N 1.035 1.832 0.470
C 1.709 2.114 1.634
C 1.041 1.718 2.867
N -0.161 1.044 2.642
C -0.725 0.478 3.758
C -0.172 0.612 5.031
C 0.927 1.402 5.245
C 1.641 1.864 4.126
H 4.582 3.138 3.017
H 4.775 2.783 0.313
H 3.631 1.906 -1.694
H 1.182 1.656 -1.655
H -1.583 -0.130 3.593
H -0.735 0.205 5.864
H 1.333 1.657 6.285
C -6.851 -0.076 0.767
C -6.198 -0.153 -0.483
C -4.884 0.325 -0.552
C -4.168 0.605 0.636
C -4.873 0.860 1.817
C -6.232 0.456 1.892
C -2.756 0.722 0.739
C -1.889 1.285 -0.224
C -2.114 2.209 -1.272
C -1.241 2.343 -2.372
C -1.430 3.228 -3.364
C -2.642 3.958 -3.384
C -3.603 3.759 -2.364
C -3.263 3.011 -1.217
H -7.922 -0.348 0.826
H -6.682 -0.409 -1.437
H -4.373 0.430 -1.485
H -4.286 1.221 2.680
H -6.779 0.627 2.806
H -2.352 0.289 1.681
H -0.346 1.710 -2.436
H -0.684 3.387 -4.146
H -2.887 4.727 -4.147
H -4.601 4.211 -2.431
H -3.801 3.083 -0.282
S 0.290 7.346 -0.225
C 1.646 6.808 -0.946
N 1.694 6.351 -2.185
C 2.918 5.759 -2.633
C 4.090 6.228 -1.681
S 3.256 6.832 -0.156
H 0.881 6.259 -2.811
H 3.111 6.039 -3.684
H 2.891 4.630 -2.567
H 4.608 7.052 -2.155
H 4.787 5.452 -1.450
C -3.412 -4.736 0.319
C -2.654 -4.372 1.610
C -1.769 -3.114 1.354
C -1.117 -3.120 -0.050
C -2.236 -2.944 -1.089
C -3.600 -3.534 -0.583
P 0.234 -1.762 -0.197
C 0.834 -1.714 -1.957
C 1.334 -3.132 -2.425
C 0.941 -3.501 -3.830
C 1.091 -2.316 -4.832
C 0.447 -1.024 -4.400
C -0.208 -1.162 -3.000
C 1.861 -2.474 0.571
C 2.354 -1.655 1.789
C 3.478 -2.278 2.620
C 4.145 -3.471 1.909
C 3.200 -4.512 1.355
C 1.823 -3.951 0.964
H -4.363 -5.278 0.447
H -2.796 -5.520 -0.233
H -1.956 -5.187 1.945
H -3.360 -4.099 2.411
H -1.008 -3.012 2.126
H -2.433 -2.210 1.414
H -0.602 -4.108 -0.157
H -2.005 -3.522 -2.069
H -2.360 -1.890 -1.358
H -4.273 -3.759 -1.449
H -4.152 -2.779 0.008
H 1.712 -0.992 -1.906
H 0.936 -3.899 -1.752
H 2.443 -3.179 -2.325
H -0.057 -3.870 -3.791
H 1.589 -4.314 -4.136
H 0.686 -2.623 -5.806
H 2.133 -2.122 -4.994
H -0.432 -0.831 -5.062
H 1.192 -0.202 -4.466
H -1.038 -1.899 -3.090
H -0.624 -0.239 -2.592
H 2.555 -2.344 -0.286
H 1.494 -1.459 2.460
H 2.608 -0.636 1.471
H 3.095 -2.585 3.634
H 4.246 -1.518 2.732
H 4.843 -3.981 2.606
H 4.808 -3.057 1.119
H 2.936 -5.312 2.111
H 3.683 -5.107 0.540
H 1.095 -4.060 1.779
H 1.412 -4.616 0.138
*
```

Löwdin population analysis, charges in e, atoms 1 to 99: 0.7289, 0.0886, -0.2856, 0.0964, -0.0631, 0.1123, -0.0974, 0.0524, -0.0193, -0.0487, 0.0301, -0.1171, -0.0975, 0.0262, -0.0460, 0.0025, 0.0650, -0.0589, 0.1406, 0.1378, 0.1408, 0.1026, 0.1098, 0.1324, 0.1576, -0.0612, -0.0412, -0.0230, -0.2758, -0.0116, -0.0494, -0.0854, -0.1577, -0.2419, -0.0782, -0.0743, -0.0327, -0.0274, -0.0044, 0.1235, 0.1221, 0.1103, 0.1238, 0.1080, 0.0725, 0.0668, 0.1175, 0.1247, 0.1203, 0.1274, 0.5878, -1.2324, -0.0951, -0.2308, -0.4040, 0.8814, 0.1550, 0.1258, 0.1019, 0.0711, 0.0476, -0.2070, -0.1644, -0.2270, -0.4028, -0.1956, -0.1978, 1.0900, -0.4049, -0.1989, -0.1777, -0.1781, -0.1879, -0.1996, -0.3836, -0.2192, -0.1763, -0.2046, -0.1900, -0.2104, 0.1188, 0.1321, 0.1260, 0.1167, 0.0906, 0.1027, 0.1104, 0.1384, 0.0842, 0.1303, 0.1027, 0.1169, 0.0847, 0.1287, 0.0962, 0.1205, 0.1205, 0.1031, 0.1260